No. 1
The following is a quantum chemistry calculation of the ion C4H6N with charge +1 at a distorted geometry, from OMol25.

Calculated values
E = -5719.37455 eV
Multiplicity = 3
Energy relative to the best compared isomer or geometry (same formula, charge and spin) = 84.7 kcal/mol
Charge = +1
Expectation value of S² = 2.0107
Orbital gap (alpha / beta) = 6.354 / 8.028 eV

Atoms and positions in Å:
C1 -1.3082 1.7912 0.7634
C2 -0.6442 0.7745 0.8592
C3 1.1048 -0.3190 -0.7368
C4 0.1216 -0.3408 0.6253
N1 -0.2173 -1.0448 -0.6195
H1 -1.5682 2.7961 0.8793
H2 1.0356 0.6319 -1.1532
H3 2.0639 -0.8688 -0.3980
H4 0.4719 -0.9094 1.5302
H5 -0.9511 -0.3960 -0.9772
H6 -0.1087 -2.1149 -0.7726

---

No. 2
The following is a quantum chemistry calculation of a cluster of 2 separate species, C4H6N2 in total at a distorted geometry, from OMol25.

Calculated values
E = -7223.56506 eV
SMILES = C=CC#N.C=N
Energy relative to the best compared isomer or geometry (same formula, charge and spin) = 46.7 kcal/mol
Orbital gap = 10.982 eV

Atoms and positions in Å:
C1 1.1147 -1.5016 -0.1096
C2 1.4731 -1.0502 1.0929
C3 1.1198 0.2725 1.5333
N1 0.8381 1.3397 1.8874
H1 0.5169 -0.8961 -0.7908
H2 1.3957 -2.5045 -0.4181
H3 2.0422 -1.6510 1.7965
C4 -1.5415 1.4183 -0.7038
N2 -1.2740 0.3810 -1.3847
H4 -0.8413 1.7385 0.0703
H5 -2.4447 2.0264 -0.8337
H6 -2.0155 0.1916 -2.0627

---

No. 3
The following is a quantum chemistry calculation of an isolated molecule of C4H6N2, from OMol25.

Calculated values
E = -7223.57279 eV
SMILES = CN1C[C@H]1C#N
Energy relative to the best compared isomer or geometry (same formula, charge and spin) = 46.5 kcal/mol
Orbital gap = 11.085 eV

Atoms and positions in Å:
C1 0.5524 1.4688 0.2432
N1 0.7327 0.0302 0.1359
C2 0.2833 -0.6136 -1.0791
C3 -0.5535 -0.6324 0.1582
C4 -0.7989 -1.7521 1.0489
N2 -1.0864 -2.5912 1.7872
H1 0.6940 1.7494 1.2930
H2 -0.4760 1.7446 -0.0531
H3 1.2766 1.9945 -0.3881
H4 0.8903 -1.4620 -1.3889
H5 -0.1319 -0.0158 -1.8928
H6 -1.3826 0.0798 0.1356

---

No. 4
The following is a quantum chemistry calculation of an isolated molecule of C4H6N2, from OMol25.

Calculated values
E = -7225.40138 eV
SMILES = Cc1c[nH]cn1
Energy relative to the best compared isomer or geometry (same formula, charge and spin) = 4.4 kcal/mol
Orbital gap = 9.459 eV

Atoms and positions in Å:
C1 -1.9124 -0.2352 0.0898
C2 -0.3985 -0.2605 0.0609
C3 0.3246 0.8975 -0.0175
N1 1.6386 0.5300 -0.0913
C4 1.6835 -0.8232 -0.0492
N2 0.4655 -1.3430 0.0438
H1 -2.2269 0.5756 0.7616
H2 -2.4003 -1.1559 0.4236
H3 -2.2980 0.0122 -0.9087
H4 0.0261 1.9307 -0.0416
H5 2.4224 1.1543 -0.1771
H6 2.6755 -1.2826 -0.0944

---

No. 5
The following is a quantum chemistry calculation of an isolated molecule of C4H6N2 at a distorted geometry, from OMol25.

Calculated values
E = -7219.98244 eV
Energy relative to the best compared isomer or geometry (same formula, charge and spin) = 129.3 kcal/mol
Orbital gap = 9.170 eV

Atoms and positions in Å:
C1 -1.3792 -1.0883 -0.5487
C2 -1.7147 0.2885 0.0893
C3 -0.2419 -1.3706 -1.4829
C4 -0.9978 1.4652 -0.4113
N1 -1.1805 -0.9791 0.7974
N2 -2.0757 -0.0948 1.2986
H1 0.7320 -0.9863 -1.0784
H2 -0.4940 -0.8590 -2.4118
H3 -0.0693 -2.4692 -1.5967
H4 -0.0071 1.1315 -0.7388
H5 -1.0229 2.1968 0.4242
H6 -1.5908 1.8900 -1.3166

---

No. 6
The following is a quantum chemistry calculation of an isolated molecule of C4H6N2, from OMol25.

Calculated values
E = -7221.53471 eV
SMILES = [H]/N=N/C=C=CC
Energy relative to the best compared isomer or geometry (same formula, charge and spin) = 93.5 kcal/mol
Orbital gap = 9.692 eV

Atoms and positions in Å:
H1 2.8112 -0.5539 0.7591
N1 1.9100 -0.2184 0.4064
N2 1.8803 1.0081 0.5638
C1 0.6619 1.6562 0.0324
C2 -0.1332 0.8535 -0.6155
C3 -0.4760 -0.3948 -0.7894
C4 -1.5412 -0.9317 0.1234
H2 0.5216 2.7121 0.2061
H3 -0.1437 -0.9933 -1.6354
H4 -2.3700 -0.2141 0.1065
H5 -1.8726 -1.8549 -0.3284
H6 -1.2482 -1.0688 1.1710

---

No. 7
The following is a quantum chemistry calculation of a cluster of 3 separate species, C4H6N2 in total, from OMol25.

Calculated values
E = -7220.50448 eV
Energy relative to the best compared isomer or geometry (same formula, charge and spin) = 117.3 kcal/mol
Orbital gap (alpha / beta) = 7.050 / 6.887 eV

Atoms and positions in Å:
N1 1.8401 0.0076 0.4251
C1 0.6100 0.1164 -0.0709
C2 -0.2565 1.2544 -0.1728
C3 -1.5256 0.7314 -0.0242
C4 -1.4113 -0.6965 -0.0636
N2 -0.1405 -1.0291 -0.1788
H1 1.9106 -1.3614 0.2430
H2 2.4656 0.7370 0.0606
H3 0.0485 2.2906 -0.0966
H4 -2.4569 1.2867 -0.0242
H5 -2.2043 -1.4092 -0.2586
H6 1.1203 -1.9280 0.1610

---

No. 8
The following is a quantum chemistry calculation of an isolated molecule of C4H6N2 at a distorted geometry, from OMol25.

Calculated values
E = -7223.17941 eV
SMILES = CN1C[C@H]1C#N
Energy relative to the best compared isomer or geometry (same formula, charge and spin) = 55.6 kcal/mol
Orbital gap = 10.792 eV

Atoms and positions in Å:
C1 -1.4410 0.2272 0.9268
N1 -0.0845 0.5943 0.5221
C2 0.2182 0.5710 -0.8962
C3 0.7010 -0.5115 -0.0017
C4 2.1426 -0.6334 -0.1314
N2 3.1585 -0.7760 -0.6715
H1 -1.4571 0.0178 1.9982
H2 -1.8441 -0.6509 0.3969
H3 -2.1151 1.0676 0.7401
H4 0.9604 1.3208 -1.1556
H5 -0.4289 0.2437 -1.6995
H6 0.1901 -1.4706 -0.0281

---

No. 9
The following is a quantum chemistry calculation of an isolated molecule of C4H6N2 at a distorted geometry, from OMol25.

Calculated values
E = -7220.82004 eV
SMILES = C1=NN2C[C@H]2C1
Energy relative to the best compared isomer or geometry (same formula, charge and spin) = 110.0 kcal/mol
Orbital gap = 9.983 eV

Atoms and positions in Å:
C1 -0.6305 -0.3717 -1.2854
N1 -0.2878 0.8151 -0.9719
N2 0.7230 0.7425 0.0081
C2 -0.0174 0.8988 1.2324
C3 0.4673 -0.4387 0.8546
C4 -0.1600 -1.3005 -0.0846
H1 -1.0402 -0.8411 -2.3327
H2 -1.1277 0.9597 1.3354
H3 0.5419 1.2745 2.2002
H4 1.2790 -0.8297 1.3392
H5 -1.1665 -2.0870 0.1566
H6 0.5102 -2.1072 -0.2544

---

No. 10
The following is a quantum chemistry calculation of an isolated molecule of C4H6N2 at a distorted geometry, from OMol25.

Calculated values
E = -7223.42092 eV
SMILES = CN1C[C@H]1C#N
Energy relative to the best compared isomer or geometry (same formula, charge and spin) = 50.0 kcal/mol
Orbital gap = 11.161 eV

Atoms and positions in Å:
C1 -1.2815 0.1994 0.9066
N1 -0.0501 0.6764 0.2879
C2 0.0525 0.5245 -1.1444
C3 0.6794 -0.4724 -0.2064
C4 2.1194 -0.5671 0.0650
N2 3.2422 -0.7154 0.2819
H1 -1.1014 0.0960 1.9864
H2 -1.4955 -0.8027 0.4901
H3 -2.0514 0.9863 0.7792
H4 0.5761 1.3518 -1.6334
H5 -0.7689 0.1023 -1.7278
H6 0.0791 -1.3792 -0.0851

---

No. 11
The following is a quantum chemistry calculation of an isolated molecule of C4H6N2 at a distorted geometry, from OMol25.

Calculated values
E = -7221.91791 eV
SMILES = N#C[C@H]1CCN1
Energy relative to the best compared isomer or geometry (same formula, charge and spin) = 84.7 kcal/mol
Orbital gap = 10.228 eV

Atoms and positions in Å:
N1 -0.4526 1.1997 -2.5307
C1 -0.2829 1.0454 -1.3911
C2 0.0075 0.8490 0.0456
C3 -0.8732 -0.2559 0.6874
C4 0.6456 -1.1584 0.2344
N2 1.2353 0.1017 0.3162
H1 -0.0299 1.8270 0.5413
H2 -1.0615 -0.0525 1.7446
H3 -1.7948 -0.5145 0.1644
H4 0.3440 -1.6145 -0.6789
H5 0.2760 -1.6407 1.2232
H6 1.9866 0.2136 -0.3566

---

No. 12
The following is a quantum chemistry calculation of an isolated molecule of C4H6N2 at a distorted geometry, from OMol25.

Calculated values
E = -7221.07562 eV
Energy relative to the best compared isomer or geometry (same formula, charge and spin) = 104.1 kcal/mol
Orbital gap = 8.608 eV

Atoms and positions in Å:
C1 -0.9945 1.1910 -1.0983
C2 -0.1336 0.0234 -0.8571
C3 0.7313 0.1978 0.3326
N1 0.9809 -1.0387 1.0662
C4 0.0591 -2.0092 0.9942
N2 -0.7736 -2.8203 0.9695
H1 -1.0881 1.4371 -2.1602
H2 -0.8714 2.0940 -0.4779
H3 -1.9742 0.7388 -0.8444
H4 1.6602 0.5182 -0.1794
H5 0.4734 1.0080 1.0369
H6 1.9305 -1.3401 1.2178